340
Properties=species:S:1:pos:R:3:forces:R:3 method="wB97M-V/def2-TZVPD" homo_ev=-7.830 gap_ev=8.0744 fmax_ev_per_a=3.7
C 0.162991 -1.136369 -4.279671 1.119 1.188 -0.070
O 0.358621 0.090627 -4.109252 -0.707 -1.715 -1.010
N 0.598831 -2.034657 -3.377621 0.650 0.087 1.805
N -0.299248 -1.723507 -5.432723 -0.385 1.975 -0.217
H 1.001054 -1.642959 -2.511779 -0.492 -0.424 -0.936
H 0.206357 -2.961625 -3.327856 0.055 -0.053 -0.129
H -1.005679 -1.181017 -5.904578 0.041 0.277 -0.288
H -0.531272 -2.675804 -5.409126 -0.274 -1.550 0.280
C -2.671000 1.340940 -7.646426 -0.533 0.004 0.747
O -3.799840 0.865674 -7.829165 1.764 1.132 0.084
N -2.393070 2.618710 -7.119084 -0.855 -0.184 -0.414
N -1.517044 0.590569 -7.767994 0.845 0.081 -0.039
H -3.166696 3.275636 -7.069042 0.059 -0.563 -0.051
H -1.529913 3.091871 -7.349540 0.088 -0.410 -0.002
H -0.581604 0.979818 -7.532914 -1.163 -0.220 -0.465
H -1.548991 -0.193826 -8.405000 -0.078 0.188 0.222
C 3.446124 -7.182857 -4.469853 0.615 -0.982 1.128
C 3.119596 -5.891293 -5.216537 1.457 1.410 0.279
C 3.431014 -4.717358 -4.247462 -0.694 -1.662 1.266
C 3.447341 -3.374808 -4.854401 0.121 -0.408 -2.419
C 4.569769 -3.320476 -5.981984 -1.656 0.772 0.597
C 4.380249 -4.439389 -6.999477 -0.391 -0.360 0.596
N 4.125100 -5.695901 -6.296820 -0.467 -1.476 0.301
O 4.000765 -6.777565 -7.216509 0.228 -0.106 -0.323
C 3.230063 -3.971801 -7.942013 1.907 -0.776 -0.954
C 5.667261 -4.625337 -7.805167 0.033 1.591 0.128
C 1.684585 -5.877859 -5.664285 -1.470 -0.511 -1.143
H 4.500912 -7.188135 -4.053965 -1.084 0.282 -0.590
H 3.399259 -8.070182 -5.136469 -0.274 0.559 0.458
H 2.775515 -7.327629 -3.552750 0.600 0.198 -1.390
H 2.712872 -4.788754 -3.415001 -0.260 0.171 -0.244
H 4.337546 -5.005155 -3.736964 0.824 0.255 -0.112
H 3.615307 -2.605086 -4.179667 0.575 1.253 1.440
H 2.404743 -3.171389 -5.178357 0.622 -0.004 -0.622
H 5.571395 -3.363800 -5.530728 -0.329 0.048 0.025
H 4.440457 -2.356160 -6.546716 0.468 -0.726 0.584
H 2.533918 -3.419435 -7.384063 -1.237 0.562 0.626
H 3.737013 -3.269117 -8.629413 -0.576 -0.360 -0.083
H 2.757031 -4.803561 -8.503743 0.257 0.598 0.182
H 5.939914 -3.563481 -8.006684 0.140 -0.733 -0.522
H 6.563711 -5.081851 -7.339204 -0.994 -0.058 0.084
H 5.348839 -5.128822 -8.695416 0.562 -0.323 -0.745
H 1.326324 -6.878751 -5.954026 0.322 -0.020 0.229
H 1.476330 -5.310015 -6.606291 0.228 0.131 1.114
H 1.014600 -5.588524 -4.839415 0.151 0.255 -0.397
H 3.207348 -6.697798 -7.784787 0.169 0.412 0.496
C 7.504067 1.790603 -0.511706 -0.195 -0.208 -0.546
C 6.047000 2.282268 -0.705072 1.911 1.006 -1.131
C 5.854993 3.609724 0.049264 0.132 0.116 -0.461
C 4.708449 4.461360 -0.488380 0.174 1.617 1.859
C 4.947700 4.798211 -1.914110 -0.443 -0.015 -0.778
C 4.946255 3.513048 -2.725516 -0.015 -0.896 0.580
N 6.019099 2.597941 -2.189756 -0.710 0.917 1.212
O 6.001246 1.399639 -2.895101 0.230 -0.562 -0.546
C 3.451367 2.971841 -2.539630 1.009 -0.984 -0.946
C 5.372428 3.751080 -4.173033 -2.109 0.838 -0.764
C 5.120955 1.202196 -0.241956 -0.750 -1.816 -0.346
H 7.616216 0.897359 -1.197240 0.304 1.117 0.730
H 7.702521 1.469565 0.516016 -0.102 0.037 -0.026
H 8.173389 2.639770 -0.766062 -0.182 -0.837 -0.016
H 5.767512 3.288992 1.074103 -0.333 0.363 0.636
H 6.731965 4.298500 0.001672 -0.192 -0.890 -0.161
H 4.703505 5.429783 0.086774 -0.111 -0.857 -0.271
H 3.714080 4.051928 -0.393051 -0.086 -0.216 0.490
H 5.845797 5.359340 -2.037942 1.107 0.176 -0.065
H 4.177921 5.480888 -2.295065 -0.147 -0.293 -0.010
H 3.222593 2.065690 -3.130311 0.334 0.048 0.195
H 3.161746 2.749574 -1.488418 0.111 0.462 -1.065
H 2.846434 3.714967 -3.031569 -0.596 0.434 0.271
H 5.541147 2.813983 -4.697094 0.413 0.139 0.026
H 4.532453 4.248460 -4.714430 0.163 -0.406 0.317
H 6.152316 4.502185 -4.300585 0.499 -0.526 0.407
H 5.506179 0.152937 -0.424171 -0.277 1.194 -0.242
H 4.131872 1.273117 -0.708455 0.167 -0.159 0.209
H 4.976743 1.197278 0.829499 -0.066 0.412 0.430
H 5.097844 1.068972 -2.870565 -0.404 -0.368 0.087
C 1.827585 7.909133 4.505171 -0.559 1.214 -0.733
C 0.668491 8.088053 3.501789 -0.324 -1.602 0.360
C 0.937730 9.357103 2.764881 1.103 0.317 -1.812
C 0.159756 9.419840 1.454602 0.237 -0.656 -0.863
C 0.573281 8.191144 0.603140 0.066 0.625 -0.094
C 0.358588 6.824349 1.247548 0.686 -0.232 1.117
N 0.864502 6.885144 2.603430 0.659 2.327 0.412
O 0.669735 5.750352 3.339204 -0.511 -1.785 0.637
C -1.108218 6.433644 1.265547 0.013 -0.597 -0.820
C 1.215399 5.812533 0.467198 -0.585 -1.602 0.983
C -0.775098 8.240010 4.171053 2.061 1.845 -0.489
H 1.810181 8.880136 4.998013 0.661 -0.174 0.747
H 2.754585 7.751069 3.932816 -0.313 0.377 0.131
H 1.747242 7.072694 5.153918 -0.431 -0.504 0.795
H 0.628100 10.248319 3.262373 -0.028 0.422 1.194
H 2.060096 9.464420 2.592560 -1.335 -0.173 -0.122
H 0.514745 10.300796 0.910843 -0.392 0.065 0.001
H -0.943882 9.519250 1.619337 0.891 -0.188 -0.125
H 1.621733 8.390394 0.288965 -0.364 -0.552 0.481
H 0.041828 8.078804 -0.329697 -0.393 0.536 -0.479
H -1.695982 7.046715 1.938447 -0.085 0.060 0.019
H -1.446517 6.598831 0.243648 -0.549 -0.336 -0.037
H -1.224724 5.365720 1.543861 -0.076 0.600 -0.242
H 1.028348 5.959981 -0.570890 0.259 0.137 -1.045
H 2.268357 5.821538 0.745497 0.038 0.706 -0.225
H 0.958515 4.736787 0.661246 -0.260 0.907 0.060
H -1.536348 8.337408 3.408274 -0.193 -0.164 0.032
H -0.746685 9.228171 4.720156 -0.107 -1.095 -0.358
H -0.969627 7.467775 4.857504 -0.482 -1.073 0.767
H -0.284893 5.568042 3.504958 0.246 0.388 -0.277
C -5.555259 1.520435 -2.306768 -0.044 -0.711 1.500
C -4.625518 2.712075 -2.490240 0.838 -0.029 0.744
C -5.297496 3.792530 -3.325321 1.106 -0.877 -0.995
C -6.440854 4.427735 -2.633545 0.135 1.985 0.352
C -5.925624 5.159388 -1.394581 -0.406 -1.166 0.179
C -5.270488 4.161495 -0.431722 0.530 0.864 -0.714
N -4.270796 3.411543 -1.227297 -0.422 0.678 -0.079
O -3.599495 2.568736 -0.359749 1.823 0.641 -0.216
C -4.458697 4.994693 0.588779 -1.157 0.145 -0.816
C -6.315560 3.350938 0.333796 -0.197 -0.828 -2.251
C -3.238018 2.256581 -3.061033 -1.216 0.030 -1.787
H -5.302206 0.874153 -1.405418 0.122 0.849 -1.151
H -5.465653 0.871530 -3.173077 -0.342 -0.095 -0.135
H -6.594019 1.830080 -2.101897 0.340 -0.201 -0.480
H -4.511442 4.536665 -3.526597 -0.299 -0.040 -0.184
H -5.597262 3.318717 -4.262472 0.011 0.170 -0.177
H -7.281851 3.808404 -2.489877 -0.777 -1.169 0.632
H -6.867048 5.213510 -3.223828 -0.139 0.506 -0.911
H -6.735641 5.676954 -0.861717 0.278 0.123 -0.200
H -5.158311 5.844450 -1.762008 -0.126 0.249 0.305
H -3.943634 4.305947 1.235932 0.363 0.210 0.409
H -3.791033 5.681412 0.041119 -0.097 -0.430 0.446
H -5.238262 5.572543 1.114447 0.624 0.008 0.195
H -5.877295 2.525222 0.832980 0.423 -0.904 0.650
H -6.729417 3.978204 1.035672 -0.900 1.409 1.913
H -7.191398 2.980280 -0.238328 0.710 0.130 -0.123
H -2.595698 3.130641 -3.092362 0.535 -0.170 0.781
H -3.252008 1.992880 -4.150498 -0.702 0.097 0.612
H -2.875993 1.335607 -2.604267 0.324 0.529 0.458
H -4.213708 1.916274 -0.109458 -1.189 -1.795 0.878
C 3.130959 0.968983 7.484433 0.468 -0.791 0.726
C 3.017861 2.051263 6.438800 -0.017 0.251 -0.698
C 2.878333 3.403686 7.137941 1.142 0.757 0.786
C 2.993975 4.667352 6.284580 -0.841 -0.340 0.443
C 4.256217 4.585739 5.460049 -0.885 2.195 1.884
C 4.404060 3.310298 4.716864 -0.483 -0.250 -1.297
N 4.250585 2.155955 5.656723 1.792 0.259 -0.934
O 4.528201 0.994393 4.802804 -2.616 1.200 -0.102
C 3.443832 3.309703 3.450898 0.139 0.380 0.822
C 5.845267 3.297100 4.246321 0.635 0.273 -1.998
C 1.855391 1.712782 5.553004 -2.244 -2.066 0.318
H 3.305408 -0.025616 7.014448 -0.271 0.530 0.245
H 2.187058 0.962798 8.056952 0.371 -0.222 -0.199
H 3.954025 1.124494 8.211706 -0.327 0.104 -0.502
H 1.995784 3.512999 7.750869 -0.549 -0.581 0.111
H 3.730279 3.479258 7.857053 -0.444 -0.254 -0.327
H 3.041525 5.510567 7.037094 -0.259 -0.564 -1.173
H 2.124535 4.754165 5.610383 0.063 0.276 0.383
H 5.018125 4.813212 6.217221 0.564 -0.744 -0.366
H 4.256531 5.497672 4.860641 0.234 -0.357 -0.726
H 3.703465 2.484534 2.758003 -0.331 0.439 0.499
H 2.349488 3.364873 3.689121 1.197 -0.292 -0.353
H 3.676926 4.276038 2.992251 -0.057 -0.223 -0.389
H 6.425812 3.747493 5.017606 0.868 -0.439 0.828
H 6.094938 2.274853 3.963614 0.519 0.210 0.260
H 6.152181 3.943087 3.351168 -1.220 -0.698 0.910
H 1.000300 1.288422 6.190754 1.040 0.449 -0.704
H 2.096107 0.889890 4.808432 -0.134 1.126 0.735
H 1.396888 2.551561 5.064637 0.059 0.338 -0.337
H 5.182361 0.539862 5.274017 1.556 -0.967 1.159
C -6.237649 -4.957208 2.452324 -1.079 1.430 -1.277
C -7.377780 -4.534043 1.406947 -1.415 0.150 0.405
C -8.594316 -3.851288 2.194910 2.189 1.509 -2.135
C -8.346420 -2.337505 2.516383 -0.955 -1.179 -2.709
C -7.825462 -1.624198 1.223081 -0.456 0.289 1.487
C -6.602882 -2.260466 0.635031 0.858 0.338 -0.837
N -7.040802 -3.609458 0.244393 0.363 -0.696 2.944
O -5.970640 -4.242840 -0.420788 0.646 -0.297 0.365
C -6.261604 -1.566735 -0.703663 0.159 0.833 -0.295
C -5.411727 -2.029197 1.607671 -1.498 -0.538 -0.017
C -8.014275 -5.772265 0.703832 2.458 0.734 -0.305
H -5.280963 -4.645762 2.042239 0.223 -0.243 0.150
H -6.264542 -6.032154 2.594075 0.020 -0.042 0.207
H -6.421293 -4.394420 3.385310 0.284 -0.500 -0.283
H -9.400255 -3.892763 1.477818 -0.595 -0.024 -0.023
H -8.804481 -4.447277 3.032000 -0.408 -0.754 1.260
H -7.688324 -2.184635 3.305317 1.160 0.176 1.558
H -9.309515 -1.907845 2.753251 -0.200 0.262 0.330
H -7.580709 -0.581201 1.489432 -0.267 -0.220 -0.305
H -8.605654 -1.670994 0.480237 -0.418 0.292 -0.298
H -5.301047 -1.823157 -1.208531 -0.621 -0.268 0.644
H -7.069760 -1.629355 -1.453496 0.168 -0.316 0.344
H -6.175567 -0.501330 -0.492528 -0.038 0.018 0.121
H -5.703845 -2.098358 2.643464 -0.191 -0.596 0.421
H -4.586813 -2.661155 1.424985 0.946 -0.707 -0.283
H -5.104853 -1.017338 1.562015 0.460 1.114 -0.573
H -8.362931 -5.422237 -0.258427 -0.520 -0.104 -0.113
H -8.782949 -6.146136 1.320480 -0.899 -0.811 0.523
H -7.223147 -6.518335 0.491070 -0.629 0.130 0.262
H -6.261616 -4.136413 -1.312437 0.289 -0.399 -1.481
C 1.746421 0.924860 1.093769 1.084 0.608 1.305
C 0.248545 1.251209 1.218835 0.139 -0.536 -0.929
C -0.270910 1.904155 -0.103277 -1.074 -2.024 1.588
C -0.188494 0.878955 -1.236896 0.411 0.109 0.889
C -1.218567 -0.203937 -0.895428 0.767 0.366 -0.616
C -0.733045 -0.978547 0.335486 -1.228 0.419 0.461
N -0.631674 0.047895 1.469575 0.192 -0.069 -2.217
O -0.106752 -0.609923 2.563048 0.327 -0.892 1.579
C -1.896684 -1.928123 0.789905 2.038 0.726 -0.195
C 0.563488 -1.809931 0.029165 -0.959 -0.307 2.401
C 0.000755 2.130743 2.405668 -0.225 0.189 0.972
H 2.173247 0.213196 1.826395 -0.689 0.359 0.204
H 2.371942 1.851872 1.228794 -0.790 -0.673 -0.280
H 2.037267 0.468761 0.179369 0.106 0.044 -0.964
H -1.306868 2.171994 0.146885 -0.033 -0.016 -0.481
H 0.199222 2.811236 -0.308423 1.253 1.439 -0.326
H 0.811834 0.427406 -1.135394 -0.312 0.468 -0.941
H -0.302847 1.383383 -2.184787 -0.087 -0.314 -0.345
H -1.393689 -0.964884 -1.686338 -0.041 0.686 0.196
H -2.090602 0.437282 -0.713374 -0.500 -1.005 0.216
H -1.618632 -2.139760 1.830668 -0.498 -0.747 -0.311
H -2.847218 -1.410606 0.751891 -0.117 -0.045 -0.131
H -1.827301 -2.771923 0.094463 -0.524 -0.217 0.519
H 1.310258 -1.188453 -0.402903 0.746 0.178 -0.250
H 0.945385 -2.253976 1.008206 -0.335 0.690 -1.209
H 0.363179 -2.657624 -0.616449 -0.302 -0.072 -0.221
H 0.490424 1.720649 3.311295 0.052 0.489 -0.611
H -1.064024 2.083945 2.655541 -0.013 0.339 -0.193
H 0.278121 3.170909 2.196622 0.129 -0.177 0.308
H -0.758406 -0.525136 3.286244 0.357 0.240 -0.067
C 6.150747 -3.315832 1.139980 -0.600 -0.294 0.989
C 5.066011 -3.806765 2.143826 -1.278 1.585 -0.405
C 3.606207 -3.438039 1.537358 1.540 0.615 0.479
C 3.192873 -4.421548 0.491948 -0.214 -1.657 -0.148
C 3.283254 -5.863788 1.062427 -1.381 0.073 -0.244
C 4.659311 -6.248465 1.509805 0.368 1.173 0.445
N 4.977154 -5.198552 2.516690 0.858 -1.532 -0.015
O 6.226432 -5.687779 3.059117 0.359 1.037 -0.482
C 4.617479 -7.543109 2.325903 -1.909 0.259 -0.485
C 5.648580 -6.356931 0.365370 -1.239 -0.102 -3.462
C 5.171992 -3.028855 3.479942 -0.409 1.517 -1.835
H 6.277082 -2.262557 1.229466 -0.625 1.229 -0.015
H 5.919614 -3.537922 0.118281 0.046 -0.236 -0.339
H 7.145573 -3.591293 1.402015 0.743 -1.184 0.125
H 2.873650 -3.387642 2.350416 0.105 -0.245 0.006
H 3.665313 -2.408565 1.137098 0.090 -0.322 0.114
H 3.837757 -4.420213 -0.393345 0.023 0.340 0.057
H 2.168265 -4.291043 0.121895 0.170 0.289 0.162
H 2.967603 -6.556794 0.273100 -0.143 -0.044 0.209
H 2.607315 -5.980860 1.950543 0.322 0.138 -0.787
H 5.524283 -8.054850 2.489379 1.426 0.097 0.425
H 4.134257 -7.213764 3.282100 0.209 -1.008 -0.732
H 4.068750 -8.301797 1.739975 -0.530 0.392 0.476
H 5.223422 -7.096299 -0.425455 0.521 0.859 1.399
H 5.883536 -5.459476 -0.329308 -0.428 -1.240 1.731
H 6.526919 -6.806957 0.722876 1.475 -0.274 0.318
H 5.087164 -1.923887 3.243095 -0.440 -1.062 0.299
H 6.161483 -3.068416 3.879314 0.574 -0.647 0.735
H 4.349766 -3.376042 4.106051 0.384 0.189 0.387
H 6.092364 -5.638639 3.997970 -0.064 0.009 0.699
C -5.397708 5.502558 4.612127 -0.648 -1.046 -1.334
O -5.153695 4.122310 4.907261 0.357 -0.237 -0.457
H -5.166787 5.657260 3.524144 -0.163 -0.259 0.963
H -6.458585 5.722541 4.753653 0.099 0.211 0.127
H -4.772295 6.144669 5.168758 0.638 0.831 0.758
H -5.016253 3.923792 5.841614 -0.152 0.519 -0.128
C -5.300158 -7.858158 -0.921889 -0.092 1.446 -1.048
O -4.495323 -6.661824 -0.816625 -0.149 0.729 0.481
H -4.669380 -8.657352 -1.317899 -0.057 0.281 0.016
H -5.658322 -8.125422 0.029350 -0.404 -0.570 1.363
H -6.186360 -7.676323 -1.564433 0.615 -0.108 0.081
H -4.926391 -5.844920 -0.419208 -0.074 -1.471 -0.714
C -2.519280 -3.499949 -3.324669 -0.316 0.487 -0.569
O -1.780342 -4.367374 -4.143534 0.405 -0.468 -0.406
H -2.877254 -3.976941 -2.455886 -0.566 -0.756 1.172
H -1.940592 -2.659439 -2.992852 0.760 0.285 0.067
H -3.359635 -3.044088 -3.828850 -0.507 -0.076 -0.386
H -2.216113 -5.255109 -4.157821 0.270 0.756 0.190
C -2.732286 -0.849563 4.840750 -0.014 1.370 1.350
O -1.451812 -0.279961 5.132201 1.945 -1.040 -0.099
H -2.680284 -1.917731 4.978218 -0.483 -0.362 0.238
H -3.371409 -0.280426 5.569068 -0.257 -1.207 -0.743
H -3.037320 -0.612538 3.826120 -0.023 -0.015 -0.136
H -0.803724 -0.974674 5.495770 -1.077 1.186 -0.709
C -1.033398 -7.508419 -0.147676 -0.436 0.055 0.655
O -2.129394 -7.660284 -1.056555 -0.315 1.131 0.378
H -0.387925 -8.401156 -0.104252 -0.412 0.287 -0.448
H -0.430627 -6.624354 -0.344064 0.204 0.046 -0.416
H -1.410040 -7.355338 0.871190 -0.068 -0.166 -0.034
H -2.889280 -7.013865 -0.803086 0.998 -1.410 -0.020
C -6.316225 -4.983763 -4.516563 0.656 -1.784 1.696
O -5.596151 -5.239390 -3.260867 0.166 -0.151 -1.119
H -7.220607 -4.509261 -4.202640 -0.671 0.228 -0.046
H -5.779431 -4.349192 -5.162219 0.800 0.943 -0.766
H -6.528146 -5.925117 -5.056585 -0.053 0.335 0.313
H -4.735250 -5.719777 -3.412977 -1.047 0.532 0.109
C 1.193880 -2.828418 4.873382 -0.375 -0.025 0.032
O 0.659246 -1.988467 5.923564 -0.863 -1.068 -0.019
H 1.876217 -2.148607 4.384588 0.388 -0.486 -0.901
H 1.689386 -3.774822 5.203393 -0.241 0.902 0.208
H 0.359869 -3.154380 4.202712 0.628 0.652 0.537
H 1.371878 -1.560837 6.392797 0.368 0.144 0.092
C 2.390638 1.484163 -6.546026 0.377 -1.590 0.172
O 1.018306 1.748296 -6.338953 0.108 1.915 -0.567
H 2.877959 2.340578 -6.981911 -0.150 0.285 -0.424
H 3.001648 1.241839 -5.630530 -0.979 0.074 -0.550
H 2.364239 0.608901 -7.227222 0.970 0.447 0.198
H 0.622881 1.055361 -5.839353 -0.388 -1.116 1.496
C -3.278373 -7.918862 -4.027523 0.111 -1.658 -1.326
O -3.137800 -6.671340 -3.444931 0.885 1.004 0.926
H -3.529267 -7.760414 -5.113402 0.290 -0.358 1.053
H -2.396648 -8.595701 -3.916714 -0.187 0.874 -0.316
H -4.057982 -8.500731 -3.545211 -0.562 0.075 -0.066
H -2.662144 -6.780786 -2.579895 -0.360 -0.127 -0.701
C 5.193629 -2.281352 -1.955481 1.122 -0.831 0.081
O 5.150897 -1.390692 -3.024681 -0.200 0.864 -1.022
H 5.489619 -3.293404 -2.280933 -0.161 0.037 -0.084
H 6.004615 -1.943003 -1.322404 -0.213 -0.106 0.842
H 4.239090 -2.397698 -1.433366 0.093 0.531 -0.099
H 6.044066 -1.038962 -3.192104 -0.602 -0.198 0.183
C -3.714834 1.859001 2.838824 0.173 1.082 1.052
O -3.562936 0.736064 2.041478 0.367 -0.738 -1.217
H -3.316391 2.809429 2.411967 -0.280 -0.647 -0.128
H -4.793786 2.003642 3.063105 0.743 -0.119 -0.021
H -3.133853 1.705257 3.766682 -0.481 0.242 0.133
H -2.610371 0.576679 1.826298 -0.329 0.246 0.079
C -1.445435 0.670970 8.207138 0.370 -0.613 0.829
O -1.945471 1.685643 7.394563 0.019 0.461 -1.224
H -1.234852 -0.243887 7.619544 -0.773 0.045 0.573
H -0.466538 0.924363 8.605671 0.368 0.343 0.261
H -2.111893 0.567403 9.105005 0.424 -0.361 -1.070
H -1.545434 1.562996 6.505924 -0.460 -0.008 0.673
C -0.028837 4.745015 -4.397910 -0.888 0.695 0.084
O 0.736398 4.475189 -5.549395 0.430 -1.692 -0.284
H 0.503665 5.440028 -3.711548 -0.152 -0.329 -0.510
H -0.958629 5.261265 -4.760234 0.488 -0.388 0.725
H -0.309662 3.863504 -3.791707 0.146 0.170 -0.451
H 0.736035 3.490131 -5.756770 -0.005 1.420 0.453
C -1.673360 4.211821 5.468270 -0.690 -0.582 -0.413
O -2.096647 4.872873 4.284542 0.516 0.602 0.141
H -2.471107 4.131346 6.217980 0.242 0.022 -0.140
H -1.305689 3.229287 5.202018 -0.067 -0.575 0.040
H -0.826188 4.713141 5.872443 0.543 0.791 0.363
H -2.946712 4.525698 4.021854 -0.434 -0.271 -0.048